i | {"formula": "C7H14", "method": "wB97M-V/def2-TZVPD", "symbols": ["C", "C", "C", "C", "C", "C", "C", "H", "H", "H", "H", "H", "H", "H", "H", "H", "H", "H", "H", "H", "H"], "xyz": [[-0.719, -1.667, 0.469], [-0.024, -0.533, 1.220], [1.134, -1.076, 2.064], [0.472, 0.559, 0.260], [-0.593, 1.091, -0.733], [-0.071, 2.083, -1.758], [-0.580, 0.754, -2.191], [-0.037, -2.118, -0.263], [-1.040, -2.455, 1.158], [-1.603, -1.313, -0.071], [-0.757, -0.076, 1.904], [0.787, -1.835, 2.776], [1.891, -1.546, 1.423], [1.628, -0.282, 2.636], [0.951, 1.346, 0.877], [1.290, 0.150, -0.351], [-1.621, 1.040, -0.457], [-0.604, 2.996, -2.016], [1.013, 2.162, -1.807], [0.055, -0.060, -2.501], [-1.572, 0.779, -2.639]], "smiles": "CC(C)CC1CC1", "e_homo_ev": -9.9, "orbital_gap_ev": 11.09}

ii | {"formula": "C7H14", "method": "wB97M-V/def2-TZVPD", "symbols": ["C", "C", "C", "C", "C", "C", "C", "H", "H", "H", "H", "H", "H", "H", "H", "H", "H", "H", "H", "H", "H"], "xyz": [[-1.963, -1.244, -0.922], [-1.006, -0.054, -0.826], [0.268, -0.279, 0.015], [0.403, -1.581, 0.802], [1.525, 0.303, -0.585], [0.999, 0.865, 0.700], [0.520, 2.292, 0.838], [-2.775, -1.017, -1.620], [-1.459, -2.137, -1.302], [-2.416, -1.496, 0.042], [-0.694, 0.185, -1.851], [-1.564, 0.821, -0.470], [-0.090, -2.434, 0.327], [-0.017, -1.481, 1.813], [1.462, -1.842, 0.915], [2.442, -0.279, -0.599], [1.377, 0.924, -1.468], [1.548, 0.530, 1.581], [0.085, 2.460, 1.830], [-0.236, 2.559, 0.095], [1.358, 2.990, 0.726]], "smiles": "CC[C@@]1(C)C[C@H]1C", "e_homo_ev": -9.5, "orbital_gap_ev": 10.58}

iii | {"formula": "C7H14", "method": "wB97M-V/def2-TZVPD", "symbols": ["C", "C", "C", "C", "C", "C", "C", "H", "H", "H", "H", "H", "H", "H", "H", "H", "H", "H", "H", "H", "H"], "xyz": [[-1.663, 1.383, -0.732], [-1.146, -0.649, 0.090], [0.122, -0.815, 0.646], [0.338, -0.664, 2.137], [1.266, -1.356, -0.156], [1.416, 0.094, -0.376], [0.890, 0.787, -1.494], [-2.661, 0.952, -0.650], [-1.448, 2.004, 0.143], [-1.670, 2.024, -1.627], [-1.987, -0.537, 0.768], [-1.374, -1.113, -0.866], [0.258, -1.646, 2.622], [-0.402, 0.000, 2.594], [1.335, -0.272, 2.375], [2.043, -1.845, 0.432], [0.990, -1.934, -1.041], [1.960, 0.655, 0.380], [1.275, 1.795, -1.654], [-0.360, 0.955, -1.168], [0.793, 0.209, -2.419]], "e_homo_ev": -8.0, "orbital_gap_ev": 8.92}

iv | {"formula": "C7H14", "method": "wB97M-V/def2-TZVPD", "symbols": ["C", "C", "C", "C", "C", "C", "C", "H", "H", "H", "H", "H", "H", "H", "H", "H", "H", "H", "H", "H", "H"], "xyz": [[0.874, 1.869, 1.073], [0.391, 1.064, -0.077], [-0.418, -0.065, 0.160], [-1.114, -0.345, 1.361], [-1.003, -0.732, -1.172], [0.078, -1.456, -0.577], [1.460, -1.539, -1.167], [1.693, 2.545, 0.796], [0.089, 2.484, 1.553], [1.222, 1.177, 1.868], [-2.023, 2.083, -0.045], [0.640, 1.360, -1.092], [-1.155, 0.393, 2.161], [-1.444, -1.353, 1.605], [-2.419, 1.644, 0.419], [-2.026, -1.068, -1.055], [-0.797, -0.135, -2.056], [-0.193, -2.294, 0.059], [2.226, -1.563, -0.387], [1.669, -0.698, -1.830], [1.536, -2.468, -1.748]], "e_homo_ev": [-6.9, -6.7], "orbital_gap_ev": [7.64, 7.20]}

Energetically preferred structure: ii | next structure: +0.108 eV

i | {"formula": "C7H14", "method": "wB97M-V/def2-TZVPD", "symbols": ["C", "C", "C", "C", "C", "C", "C", "H", "H", "H", "H", "H", "H", "H", "H", "H", "H", "H", "H", "H", "H"], "xyz": [[1.902, -1.996, 0.320], [0.681, -2.118, -0.597], [-0.472, -1.188, -0.390], [-0.486, 0.167, -0.552], [0.494, 1.069, -1.092], [-1.354, 1.257, -0.339], [-1.976, 1.743, 0.944], [1.623, -2.049, 1.380], [2.420, -1.032, 0.214], [2.710, -2.753, 0.220], [1.007, -2.020, -1.673], [0.273, -3.125, -0.548], [-1.415, -1.661, -0.132], [3.480, 4.459, 5.767], [1.519, 1.038, -0.720], [0.219, 1.641, -1.983], [-1.680, 1.740, -1.258], [3.639, 4.236, 5.076], [-1.303, 2.184, 1.687], [-2.696, 2.527, 0.670], [-2.528, 0.902, 1.482]], "e_homo_ev": -7.3, "orbital_gap_ev": 8.21}

ii | {"formula": "C7H14", "method": "wB97M-V/def2-TZVPD", "symbols": ["C", "C", "C", "C", "C", "C", "H", "H", "H", "H", "H", "H", "H", "H", "H", "H", "C", "H", "H", "H", "H"], "xyz": [[0.820, 0.283, 2.265], [1.374, 0.454, 1.069], [0.911, 1.479, 0.063], [0.127, 0.802, -1.045], [-1.204, 0.821, -1.057], [0.931, 0.077, -2.091], [1.134, -0.515, 2.933], [0.007, 0.919, 2.609], [2.171, -0.218, 0.750], [1.777, 2.005, -0.363], [0.284, 2.225, 0.562], [-1.776, 0.286, -1.811], [-1.771, 1.345, -0.292], [1.359, 0.788, -2.809], [0.319, -0.639, -2.646], [1.772, -0.468, -1.648], [-1.649, -1.932, 0.706], [-2.587, -1.573, 0.275], [-1.054, -2.410, -0.077], [-1.859, -2.647, 1.506], [-1.087, -1.085, 1.101]], "smiles": "C=CCC(=C)C.C", "e_homo_ev": -9.2, "orbital_gap_ev": 10.32}

iii | {"formula": "C7H14", "method": "wB97M-V/def2-TZVPD", "symbols": ["C", "C", "C", "C", "C", "C", "C", "H", "H", "H", "H", "H", "H", "H", "H", "H", "H", "H", "H", "H", "H"], "xyz": [[-1.229, 1.210, -0.436], [-1.206, -0.151, 0.428], [-2.375, -1.032, -0.056], [0.138, -0.866, 0.289], [1.277, 0.060, 0.620], [2.679, -0.297, 0.250], [1.976, 0.822, -0.469], [-0.841, 1.109, -1.469], [-2.232, 1.664, -0.580], [-0.625, 1.986, 0.041], [-1.373, 0.138, 1.475], [-3.229, -1.179, 0.623], [-2.612, -0.287, -0.790], [-2.132, -1.981, -0.562], [0.182, -1.769, 0.922], [0.232, -1.232, -0.746], [1.137, 0.591, 1.562], [3.469, -0.047, 0.950], [2.825, -1.231, -0.287], [1.654, 0.646, -1.494], [2.284, 1.844, -0.270]], "smiles": "CC(C)CC1CC1", "e_homo_ev": -10.0, "orbital_gap_ev": 11.25}

iv | {"formula": "C7H14", "method": "wB97M-V/def2-TZVPD", "symbols": ["C", "C", "C", "C", "C", "C", "C", "H", "H", "H", "H", "H", "H", "H", "H", "H", "H", "H", "H", "H", "H"], "xyz": [[1.106, -0.577, 1.515], [1.670, -0.250, 0.179], [2.181, -1.360, -0.732], [0.086, 0.472, -0.974], [-1.104, 0.715, -0.144], [-2.284, 1.643, -0.160], [-2.486, 0.139, -0.115], [0.017, 0.014, 1.626], [0.843, -1.634, 1.647], [1.557, -0.116, 2.390], [2.342, 0.615, 0.204], [3.230, -1.636, -0.558], [1.580, -2.272, -0.622], [2.109, -1.033, -1.778], [0.550, 1.356, -1.418], [0.074, -0.414, -1.599], [-0.731, 0.619, 0.985], [-2.478, 2.211, 0.750], [-2.569, 2.163, -1.072], [-2.936, -0.361, -0.970], [-2.757, -0.293, 0.847]], "e_homo_ev": -8.8, "orbital_gap_ev": 9.93}

Energetically preferred structure: ii | next structure: +0.086 eV

i | {"formula": "C11H12N2O2", "method": "wB97M-V/def2-TZVPD", "symbols": ["N", "C", "C", "C", "C", "N", "C", "C", "C", "C", "C", "C", "C", "O", "O", "H", "H", "H", "H", "H", "H", "H", "H", "H", "H", "H", "H"], "xyz": [[-0.437, 2.590, -1.211], [-0.388, 1.457, -2.088], [0.438, 0.165, -1.663], [0.094, -0.589, -0.397], [-1.033, -1.336, -0.247], [-1.249, -1.696, 1.037], [-0.144, -1.201, 1.850], [0.218, -0.936, 3.206], [1.508, -0.571, 3.558], [2.508, -0.544, 2.509], [2.185, -0.671, 1.225], [0.768, -0.716, 0.971], [-1.851, 1.179, -2.592], [-2.775, 1.300, -1.842], [-1.987, 0.692, -3.823], [-1.305, 2.471, -0.685], [0.380, 2.704, -0.608], [0.122, 1.785, -3.026], [0.398, -0.627, -2.551], [1.462, 0.434, -1.728], [-1.759, -1.765, -1.015], [-1.938, -2.347, 1.279], [-0.530, -1.337, 3.989], [1.669, -0.113, 4.557], [3.520, -0.169, 2.768], [3.034, -0.646, 0.513], [-2.909, 0.487, -3.985]], "smiles": "N[C@@H](Cc1c[nH]c2ccccc12)C(=O)O", "e_homo_ev": -7.9, "orbital_gap_ev": 8.53}

ii | {"formula": "C11H12N2O2", "method": "wB97M-V/def2-TZVPD", "symbols": ["N", "C", "C", "C", "C", "N", "C", "C", "C", "C", "C", "C", "C", "O", "O", "H", "H", "H", "H", "H", "H", "H", "H", "H", "H", "H", "H"], "xyz": [[1.975, -1.042, -0.877], [2.319, 0.233, -0.193], [1.483, 0.900, 0.844], [-0.017, 1.188, 0.270], [-0.625, 2.289, -0.339], [-2.139, 2.020, -0.251], [-2.294, 0.705, -0.034], [-3.532, -0.043, -0.226], [-3.482, -1.480, -0.032], [-2.247, -1.994, 0.468], [-1.030, -1.221, 0.734], [-1.005, 0.132, 0.235], [3.841, -0.087, 0.101], [4.338, 0.350, 1.161], [4.267, -0.818, -0.924], [1.296, -1.019, -1.615], [1.938, -1.815, -0.195], [2.345, 0.987, -0.920], [1.837, 2.013, 1.036], [1.575, 0.517, 1.953], [-0.309, 3.431, -0.131], [-2.554, 2.564, -1.105], [-4.382, 0.467, -0.511], [-4.334, -2.171, -0.288], [-2.229, -3.026, 1.163], [-0.428, -1.958, 1.160], [3.394, -1.121, -1.486]], "smiles": "N[C@@H](Cc1c[nH]c2ccccc12)C(=O)O", "e_homo_ev": -8.5, "orbital_gap_ev": 8.74}

Energetically preferred structure: i | next structure: +2.177 eV